7 unconnected molecules or ions with the total composition C5H26N2O6 at a distorted geometry. Source: the Open Molecules 2025 dataset; level of theory: the ωB97M-V functional and the def2-TZVPD basis.

For the energy above the lowest of the compared OMol25 structures with the same formula, charge and spin, the calculation gives 1.249 eV. The LUMO energy is 0.2 eV. The SMILES is CC(C)NCCN.O.O.O.O.O.O. As for the highest occupied orbital energy: -9.005 eV. The value obtained for the orbital gap is 9.17 eV.

Atoms and positions in Å:
N  -2.438  0.957  -1.371
C  -3.098  0.034  -0.427
C  -2.067  -0.668  0.451
N  -0.979  0.212  0.878
C  0.473  -1.545  1.932
C  0.328  -0.415  0.918
C  1.357  0.664  1.290
H  -3.038  1.760  -1.493
H  -1.620  1.337  -0.901
H  -3.817  0.558  0.221
H  -3.714  -0.625  -1.040
H  -1.580  -1.417  -0.199
H  -2.538  -1.353  1.166
H  -1.226  0.502  1.797
H  -0.120  -2.440  1.740
H  1.512  -1.806  2.134
H  0.108  -1.220  2.916
H  0.607  -0.775  -0.075
H  1.024  1.593  0.826
H  1.528  0.872  2.344
H  2.342  0.420  0.900
H  -0.641  0.540  4.474
H  0.445  1.665  4.254
O  -0.443  1.376  4.046
H  1.851  1.672  -2.280
H  0.643  2.437  -2.688
O  1.504  2.583  -2.286
H  -0.636  -2.792  -1.919
H  -0.698  -4.166  -1.265
O  -0.086  -3.456  -1.486
H  1.812  4.054  -0.238
H  0.593  4.015  0.726
O  1.491  4.331  0.622
H  2.065  -0.933  -2.801
H  1.281  -0.088  -3.904
O  1.667  -0.047  -3.027
H  1.622  -3.051  -2.620
H  2.198  -2.332  -1.334
O  2.290  -2.451  -2.281

=====

13 unconnected molecules or ions with the total composition H26O13. Source: the Open Molecules 2025 dataset; level of theory: the ωB97M-V functional and the def2-TZVPD basis.

For the energy above the lowest of the compared OMol25 structures with the same formula, charge and spin, the calculation gives 3.152 eV. The LUMO energy is -0.2 eV. As for the highest occupied orbital energy: -11.040 eV. The value obtained for the orbital gap is 10.88 eV.

Atoms and positions in Å:
O  -2.949  -0.279  -2.389
H  -2.461  -0.429  -1.579
H  -3.697  0.256  -2.123
O  2.842  3.883  -2.310
H  2.400  3.127  -1.924
H  3.286  3.533  -3.083
O  0.396  1.116  -6.128
H  0.877  0.764  -6.878
H  0.768  0.664  -5.371
O  -4.105  -1.152  3.578
H  -4.676  -0.513  4.004
H  -3.221  -0.903  3.850
O  -5.186  1.684  0.598
H  -4.839  1.038  1.213
H  -6.104  1.785  0.849
O  0.905  -1.284  4.040
H  1.784  -0.966  4.248
H  1.029  -2.207  3.823
O  5.278  -1.547  0.835
H  5.750  -1.164  0.097
H  4.958  -0.795  1.333
O  -2.019  2.802  4.992
H  -1.362  3.494  4.918
H  -1.918  2.469  5.883
O  0.080  -5.340  2.561
H  0.242  -5.038  1.667
H  -0.788  -5.743  2.524
O  1.517  -3.422  -1.122
H  2.250  -2.900  -1.447
H  1.118  -3.792  -1.910
O  -2.515  4.589  -1.194
H  -3.118  4.005  -0.734
H  -1.707  4.083  -1.279
O  4.082  -1.185  -3.976
H  4.584  -0.376  -4.075
H  4.632  -1.858  -4.376
O  0.615  0.758  -0.024
H  0.309  0.973  0.857
H  0.962  -0.131  0.053

=====

2 unconnected molecules or ions with the total composition CH3FO2S at a distorted geometry. Source: the Open Molecules 2025 dataset; level of theory: the ωB97M-V functional and the def2-TZVPD basis.

For the energy above the lowest of the compared OMol25 structures with the same formula, charge and spin, the calculation gives 4.737 eV. The LUMO energy (alpha / beta) is -1.5 / -1.4 eV. As for the highest occupied orbital energy (alpha / beta): -10.949 / -10.861 eV. The value obtained for the orbital gap (alpha / beta) is 9.48 / 9.46 eV.

Atoms and positions in Å:
C  -0.009  -1.067  -0.405
O  1.553  1.042  0.535
O  2.447  -0.956  -0.680
F  -0.999  -0.842  0.500
S  1.488  -0.319  0.153
H  -0.290  0.028  -2.052
H  0.037  -1.974  -0.866
H  1.673  -0.974  1.434

=====

A single C3H4N2OS molecule at a distorted geometry. Source: the Open Molecules 2025 dataset; level of theory: the ωB97M-V functional and the def2-TZVPD basis.

For the energy above the lowest of the compared OMol25 structures with the same formula, charge and spin, the calculation gives 5.036 eV. The LUMO energy is -1.1 eV. The SMILES is N=[S@@]1(=O)C=CN=C1. As for the highest occupied orbital energy: -9.416 eV. The value obtained for the orbital gap is 8.27 eV.

Atoms and positions in Å:
C  1.457  -0.447  -0.141
C  0.245  -1.042  -0.425
C  0.223  1.052  0.988
N  1.376  0.800  0.516
N  -1.637  0.823  -0.716
O  -1.914  -0.838  1.289
S  -0.939  -0.183  0.456
H  2.366  -0.611  -0.559
H  0.200  -2.002  -0.925
H  -0.117  2.069  1.066
H  -1.259  0.379  -1.548

=====

A molecular structure, C7H23BN4NbO at a distorted geometry. Source: the Open Molecules 2025 dataset; level of theory: the ωB97M-V functional and the def2-TZVPD basis.

The LUMO energy is 2.9 eV. As for the highest occupied orbital energy: -4.004 eV. As for the total charge: -1. The value obtained for the orbital gap is 6.88 eV.

Atoms and positions in Å:
N  3.931  0.526  0.449
C  3.445  1.575  -0.082
C  2.014  1.980  -0.041
Nb  0.413  0.321  0.293
C  -0.912  1.962  1.142
C  -2.132  1.516  1.952
N  -3.062  2.625  2.300
C  -1.132  -1.334  0.457
C  -0.478  -2.738  0.465
C  -0.062  -3.241  -0.896
N  0.753  -4.485  -0.817
B  -0.307  1.018  -1.858
N  -0.433  0.058  -2.997
O  -0.714  2.309  -2.161
H  4.939  0.501  0.302
H  4.139  2.258  -0.595
H  1.945  2.717  0.764
H  1.801  2.490  -0.978
H  1.263  0.061  1.917
H  1.599  -0.800  -0.550
H  -0.262  2.518  1.826
H  -1.243  2.693  0.402
H  -1.794  1.100  2.898
H  -2.729  0.790  1.408
H  -3.756  2.727  1.575
H  -2.542  3.491  2.331
H  -1.716  -1.256  1.375
H  -1.844  -1.314  -0.375
H  -1.229  -3.449  0.831
H  0.349  -2.768  1.173
H  -0.941  -3.482  -1.494
H  0.518  -2.493  -1.427
H  1.705  -4.274  -1.084
H  0.811  -4.763  0.153
H  -1.251  -0.537  -2.915
H  0.372  -0.555  -2.972
H  -1.457  2.251  -2.773

=====

A molecular structure, C16H31NOP2Pt at a distorted geometry. Source: the Open Molecules 2025 dataset; level of theory: the ωB97M-V functional and the def2-TZVPD basis.

As for the multiplicity: 3. For the energy above the lowest of the compared OMol25 structures with the same formula, charge and spin, the calculation gives 1.936 eV. The LUMO energy (alpha / beta) is -0.2 / -0.2 eV. As for the highest occupied orbital energy (alpha / beta): -3.292 / -6.888 eV. The value obtained for the orbital gap (alpha / beta) is 3.11 / 6.67 eV.

Atoms and positions in Å:
P  0.885  4.286  2.619
P  -1.198  -4.572  -1.422
C  -1.078  -1.763  -0.604
C  -0.295  -3.014  -1.029
H  -1.745  -1.970  0.248
H  -1.708  -1.408  -1.435
H  0.255  -2.774  -1.955
H  0.458  -3.248  -0.258
C  -0.119  -5.787  -2.132
H  -0.284  -6.753  -1.638
H  0.929  -5.481  -2.010
H  -0.351  -5.873  -3.202
C  -2.647  -4.255  -2.398
H  -2.446  -4.576  -3.429
H  -2.895  -3.186  -2.395
H  -3.492  -4.829  -1.993
C  2.709  4.140  2.505
H  3.084  4.373  3.516
H  3.148  4.834  1.774
H  2.960  3.099  2.255
C  0.739  5.787  1.577
H  -0.067  5.622  0.846
H  1.674  6.052  1.064
H  0.438  6.590  2.270
Pt  -0.005  0.013  0.179
C  -1.127  1.114  -1.036
C  0.216  0.873  -1.568
C  1.521  1.657  -1.516
C  2.410  1.339  -0.247
C  1.447  1.097  0.939
C  0.337  1.974  0.761
C  -1.045  2.265  1.211
C  -1.721  2.276  -0.236
C  0.161  -1.049  1.996
H  -1.880  0.596  -1.640
H  0.178  0.208  -2.442
H  1.347  2.733  -1.629
H  2.102  1.356  -2.394
H  3.033  0.456  -0.443
H  3.086  2.173  -0.031
H  1.830  0.968  1.956
H  0.653  2.871  0.212
H  -1.089  3.223  1.739
H  -1.473  1.457  1.826
H  -2.806  2.149  -0.147
H  -1.553  3.239  -0.738
H  0.046  -0.356  2.839
H  1.176  -1.471  1.987
H  -0.578  -1.855  2.047
O  -1.721  -4.498  2.336
C  -1.729  -4.847  1.206
N  -1.769  -5.254  0.057